Entry 1:
{"formula": "C27H32N4O6S", "method": "ωB97M-V with the def2-TZVPD basis set", "species": ["C", "C", "H", "H", "O", "C", "O", "N", "C", "H", "C", "C", "C", "S", "C", "C", "C", "O", "N", "C", "O", "N", "C", "H", "H", "C", "O", "N", "H", "C", "H", "H", "C", "C", "H", "C", "H", "C", "H", "O", "H", "H", "H", "H", "C", "C", "C", "C", "C", "C", "H", "H", "C", "C", "H", "H", "H", "H", "H", "H", "H", "C", "H", "H", "H", "H", "H", "H", "H", "H"], "positions_angstrom": [[-2.25360, -2.31616, -7.55578], [-2.44590, -0.91650, -7.00298], [-3.35410, -0.45056, -7.40110], [-1.59713, -0.26958, -7.25175], [-2.55638, -1.01028, -5.58277], [-2.75676, 0.16134, -4.94546], [-2.82031, 1.22929, -5.50812], [-2.92632, -0.00336, -3.60862], [-2.66442, -1.24907, -2.91874], [-2.79559, -2.07384, -3.61677], [-1.24941, -1.24459, -2.33350], [-1.03752, 0.03308, -1.58741], [-1.82211, 1.11966, -1.79729], [-1.37595, 2.47922, -0.79842], [-0.09668, 1.55496, -0.10146], [-0.02828, 0.27503, -0.60660], [0.96467, -0.64928, -0.11282], [1.11027, -1.79811, -0.47164], [1.79845, -0.08494, 0.86435], [1.66945, 1.15673, 1.43574], [2.31975, 1.50575, 2.40267], [0.75743, 2.01967, 0.85243], [0.54444, 3.32060, 1.46369], [1.45778, 3.59905, 1.99280], [0.30722, 4.05050, 0.68719], [-0.64046, 3.18581, 2.43377], [-1.70891, 3.72226, 2.24509], [-0.36568, 2.35906, 3.46473], [0.54510, 1.91784, 3.47734], [-1.43419, 1.63392, 4.11641], [-1.01772, 1.10867, 4.97651], [-2.20022, 2.33980, 4.44464], [-2.05512, 0.64385, 3.11393], [-3.00425, -0.37846, 3.74691], [-4.03991, -0.05161, 3.70576], [-2.73546, -1.63238, 2.91749], [-2.96740, -2.55447, 3.44454], [-1.24403, -1.48297, 2.63074], [-0.92259, -1.98811, 1.71726], [-1.01869, -0.09514, 2.46217], [-0.64870, -1.85410, 3.47780], [-3.30044, -1.59934, 1.98543], [-2.72845, -0.54816, 4.78908], [-2.56846, 1.22958, 2.33871], [2.84951, -0.90695, 1.39059], [2.55526, -2.09245, 2.04277], [3.58510, -2.87790, 2.52625], [4.91055, -2.49103, 2.37752], [5.18641, -1.29719, 1.72287], [4.16675, -0.50775, 1.22667], [4.38769, 0.41909, 0.71932], [6.21200, -0.98153, 1.59787], [6.02466, -3.37141, 2.86574], [6.44205, -4.35572, 1.77101], [6.78439, -3.81792, 0.88998], [5.59931, -4.97975, 1.48295], [7.24705, -4.99703, 2.12226], [6.88408, -2.76011, 3.14734], [5.69823, -3.92917, 3.74557], [3.35389, -3.80413, 3.03236], [1.52834, -2.39747, 2.16364], [-2.96064, 1.17138, -2.76310], [-2.89760, 2.05099, -3.41022], [-3.91826, 1.21062, -2.22448], [-1.09083, -2.09594, -1.67131], [-0.51297, -1.31738, -3.13835], [-3.39895, -1.33999, -2.11192], [-1.35529, -2.76326, -7.13858], [-3.10452, -2.94110, -7.29820], [-2.15977, -2.27078, -8.63670]], "forces_ev_per_a": [[-0.1, 0.3, 0.4], [0.0, 0.1, -0.5], [0.2, 0.0, 0.1], [-0.2, -0.1, 0.0], [0.0, -0.1, 0.3], [-0.2, 0.0, -0.1], [0.1, 0.2, -0.3], [0.0, 0.0, 0.1], [0.3, -0.3, 0.0], [-0.1, 0.1, 0.2], [-0.2, -0.1, 0.0], [-0.1, 0.2, 0.0], [0.3, -0.1, 0.2], [0.1, -0.4, -0.1], [-0.3, -0.6, -0.6], [-0.1, 0.6, 0.1], [-0.2, 0.2, -0.2], [0.0, 0.0, 0.0], [0.4, -0.4, 0.1], [-0.2, 0.5, 0.1], [0.1, 0.0, 0.2], [0.4, 0.0, 0.0], [-0.2, 0.2, 0.2], [-0.1, 0.0, -0.1], [0.0, 0.0, 0.1], [0.7, 0.2, 0.0], [-0.4, 0.1, -0.1], [0.1, -0.1, 0.3], [0.0, 0.1, -0.1], [-0.3, -0.2, -0.4], [0.0, 0.0, 0.0], [0.0, -0.1, 0.1], [-0.3, 0.4, 0.3], [0.2, 0.1, -0.2], [0.0, 0.0, 0.1], [0.2, 0.1, 0.0], [0.0, -0.1, 0.0], [0.0, -0.4, 0.0], [0.0, 0.0, 0.1], [0.1, 0.1, 0.1], [0.0, 0.0, -0.1], [0.0, 0.0, 0.0], [0.0, 0.0, 0.1], [0.1, -0.1, 0.1], [0.3, -0.2, 0.1], [0.0, 0.2, -0.1], [0.0, 0.1, 0.0], [0.0, 0.0, 0.1], [0.0, 0.0, 0.0], [-0.2, -0.1, 0.0], [0.0, 0.1, 0.0], [0.1, 0.0, 0.0], [0.0, -0.1, -0.2], [0.1, 0.0, 0.2], [0.0, 0.0, -0.1], [-0.1, -0.1, -0.1], [0.1, -0.1, 0.0], [0.0, 0.0, 0.1], [0.0, 0.1, 0.1], [0.0, -0.1, 0.1], [-0.1, 0.0, 0.0], [-0.3, 0.4, -0.2], [-0.1, -0.1, 0.1], [0.1, 0.0, -0.1], [0.0, 0.0, -0.1], [0.0, -0.1, 0.0], [0.0, -0.1, 0.0], [0.1, -0.1, 0.0], [-0.1, -0.1, 0.0], [0.0, 0.0, -0.1]], "energy_ha": -2116.83711, "total_charge": 0, "largest_force_ev_per_a": 0.8, "smiles": "CCOC(=O)N1CCc2c(sc3c2c(=O)n(-c2ccc(CC)cc2)c(=O)n3CC(=O)NC[C@@H]2CCCO2)C1", "gap_ev": 8.81}

---

Entry 2:
{"formula": "C27H32N8OSV", "method": "ωB97M-V with the def2-TZVPD basis set", "species": ["V", "N", "C", "C", "C", "N", "C", "C", "N", "C", "H", "H", "H", "H", "H", "H", "H", "H", "H", "H", "H", "H", "H", "H", "H", "H", "N", "C", "C", "C", "C", "C", "C", "S", "N", "C", "C", "C", "C", "C", "C", "N", "H", "H", "H", "H", "H", "H", "H", "H", "H", "O", "C", "C", "C", "C", "C", "C", "C", "N", "C", "C", "N", "H", "H", "H", "H", "H", "H", "H"], "positions_angstrom": [[0.11385, 0.04632, -0.58174], [3.42817, -0.43290, 1.44727], [2.88542, 0.57391, 2.43607], [2.78659, 1.97207, 1.81487], [1.41248, 2.46086, 1.34283], [1.01593, 1.98541, -0.02640], [0.31828, 2.13188, 2.34575], [0.25359, 0.65022, 2.67013], [-0.34089, -0.13184, 1.53645], [1.60510, 0.11648, 3.14736], [4.40240, -0.18636, 1.25652], [2.94509, -0.45375, 0.48342], [3.45222, -1.36815, 1.85409], [3.65904, 0.59885, 3.20292], [3.53517, 2.10452, 1.02792], [3.08312, 2.67532, 2.59568], [1.50088, 3.54634, 1.27150], [1.83898, 2.06099, -0.62203], [0.36088, 2.68556, -0.37245], [-0.65139, 2.49286, 1.99167], [0.51945, 2.67916, 3.26902], [-0.42970, 0.51597, 3.51121], [-1.34203, 0.07019, 1.55043], [-0.30242, -1.12079, 1.79369], [1.58254, -0.96953, 3.27733], [1.70648, 0.50352, 4.16476], [-2.20552, -3.41529, -2.02491], [-2.54249, -4.39598, -1.04626], [-2.89126, -5.67595, -1.43048], [-3.16175, -6.62608, -0.45198], [-3.05019, -6.29778, 0.89058], [-2.67714, -5.01302, 1.26910], [-2.44479, -4.06042, 0.29289], [-2.17425, -2.37657, 0.74125], [-1.22169, -1.81748, -0.58687], [-1.45819, -2.34178, -1.75770], [-0.74582, -1.64072, -2.88769], [-0.92830, -1.88153, -4.29919], [-0.32343, -1.18913, -5.27952], [0.92882, 0.80464, -4.08675], [0.21881, 1.58432, -3.00892], [0.00606, -0.76506, -2.36044], [-2.26948, -3.72001, -2.98381], [-2.95410, -5.93690, -2.48025], [-3.45200, -7.62485, -0.74601], [-3.25695, -7.03779, 1.65085], [-2.59817, -4.75819, 2.31806], [-1.62500, -2.65376, -4.59582], [-0.58878, -1.49442, -6.28703], [1.86261, 1.33247, -4.25586], [0.77474, 2.48005, -2.75143], [2.09224, -0.42690, -0.78221], [2.23063, -0.27671, -2.11697], [3.16081, -0.75614, -2.95616], [3.06026, -0.95326, -4.42114], [2.11457, -0.79472, -5.36311], [0.73347, -0.11994, -5.26378], [0.96244, 0.18808, -2.75712], [-1.19853, 1.60923, -2.57350], [-1.55709, 1.16601, -1.37209], [-2.91250, 1.37507, -1.26172], [-3.36322, 1.96450, -2.40199], [-2.26740, 2.09986, -3.22012], [4.04851, -1.20361, -2.52319], [3.96388, -1.41629, -4.80112], [2.35996, -1.14993, -6.35653], [0.60168, 0.46562, -6.17633], [-3.47571, 1.09070, -0.38930], [-4.34343, 2.29544, -2.69871], [-2.26595, 2.52332, -4.13679]], "forces_ev_per_a": [[-0.7, -0.1, 0.9], [0.2, 0.2, -0.2], [0.0, -0.1, 0.0], [0.0, 0.0, 0.0], [0.0, 0.0, 0.0], [-0.1, 0.0, 0.0], [0.0, 0.0, 0.0], [0.0, -0.1, 0.0], [0.3, 0.0, -0.1], [0.0, 0.1, 0.1], [0.0, -0.1, 0.0], [-0.1, -0.1, 0.3], [-0.1, 0.0, 0.0], [0.0, 0.1, 0.0], [0.0, 0.0, 0.0], [0.0, 0.0, 0.0], [0.0, 0.0, 0.0], [0.0, 0.0, 0.0], [0.0, 0.0, 0.0], [0.0, 0.0, 0.0], [0.0, 0.0, 0.0], [0.0, 0.0, 0.0], [0.0, 0.0, 0.0], [0.0, 0.0, -0.1], [0.0, 0.0, -0.1], [0.0, 0.0, 0.0], [0.0, 0.1, 0.1], [0.0, 0.0, 0.0], [0.0, 0.0, 0.0], [0.0, 0.0, 0.0], [0.0, 0.0, -0.1], [0.0, 0.0, 0.0], [-0.1, -0.1, 0.1], [-0.1, 0.1, -0.1], [0.0, 0.1, 0.0], [0.0, 0.0, -0.2], [-0.1, 0.0, 0.1], [0.0, 0.1, 0.0], [0.0, -0.1, 0.0], [0.1, 0.2, -0.1], [0.1, -0.2, 0.1], [0.2, -0.1, 0.0], [0.0, 0.0, 0.0], [0.0, 0.0, 0.0], [0.0, 0.0, 0.0], [0.0, 0.0, 0.0], [0.0, 0.0, 0.0], [0.0, 0.0, 0.0], [0.0, 0.0, 0.0], [0.0, 0.0, 0.0], [0.0, 0.0, 0.0], [0.1, 0.0, 0.1], [0.1, 0.1, -0.5], [0.0, 0.0, 0.3], [0.0, 0.0, -0.1], [0.1, -0.1, 0.0], [0.0, 0.0, 0.0], [0.1, 0.1, -0.5], [0.0, 0.0, -0.1], [0.1, 0.0, 0.0], [-0.1, 0.0, 0.0], [0.0, 0.0, 0.0], [0.1, 0.0, 0.1], [0.0, 0.0, 0.1], [0.0, 0.0, 0.0], [0.0, 0.0, 0.0], [0.0, 0.0, 0.0], [0.0, 0.0, 0.0], [0.0, 0.0, 0.0], [0.0, 0.0, 0.0]], "energy_ha": -2902.66214, "total_charge": 3, "spin_multiplicity": 3, "largest_force_ev_per_a": 1.1, "gap_ev": [6.30, 6.11]}